# C32H21Cl2FeN7O8

A molecular structure, C32H21Cl2FeN7O8 in a non-equilibrium geometry (ωB97M-V/def2-TZVPD, the Open Molecules 2025 dataset).

The geometry in XYZ format:
```
71
Properties=species:S:1:pos:R:3:forces:R:3
Fe 0.970 1.016 -0.189 0.2324 -0.3351 0.1414
Cl 5.989 1.121 0.436 0.0066 -0.0995 0.0452
C 4.719 0.927 1.618 0.0552 0.0661 -0.0049
C 5.056 0.876 2.969 0.0808 -0.0173 -0.0711
C 4.098 0.782 3.945 -0.0378 0.0081 0.0293
Cl 4.585 0.692 5.631 -0.0121 0.0052 -0.0312
C 2.728 0.789 3.605 -0.0731 -0.0040 0.0066
C 1.643 0.746 4.513 0.1478 -0.0168 0.0330
C 0.365 0.812 4.040 -0.1282 0.0016 -0.0914
C 0.133 0.928 2.656 -0.0262 0.0281 0.0870
N 1.124 0.948 1.795 -0.1514 -0.0151 -0.1664
C 2.403 0.861 2.234 0.0388 0.0299 -0.1096
C 3.388 0.869 1.162 0.1515 -0.0534 0.5394
O 3.017 0.832 -0.035 -0.3992 0.5225 -0.2796
H 6.101 0.911 3.247 -0.0034 -0.0117 -0.0022
H 1.844 0.659 5.573 -0.0027 0.0189 0.0006
H -0.483 0.779 4.712 0.0128 0.0065 0.0084
H -0.865 1.011 2.243 0.0247 -0.0184 -0.0020
O 0.093 1.342 -4.206 0.0278 -0.0069 0.0201
C 0.008 1.160 -2.985 -0.0409 -0.0501 -0.0373
O 0.975 1.119 -2.177 0.0062 0.0754 0.1943
C -1.428 0.952 -2.456 0.0440 0.0577 0.0160
C -2.352 0.597 -3.398 -0.0726 -0.0623 -0.0098
C -3.706 0.418 -3.073 -0.0346 -0.0471 -0.1211
C -4.160 0.649 -1.801 0.0023 0.0449 -0.0156
C -3.253 1.056 -0.836 -0.1181 0.0827 0.1872
C -1.832 1.167 -1.085 0.0216 -0.2011 -0.0375
O -1.022 1.438 -0.151 0.2047 0.1427 -0.1864
N -3.822 1.339 0.470 0.0783 0.0083 0.3006
O -3.126 1.892 1.324 -0.4916 -0.1687 -0.3920
O -4.999 1.035 0.680 0.4338 0.1009 -0.0479
N -4.659 0.022 -4.094 -0.0127 -0.0189 -0.0852
O -4.249 -0.160 -5.233 -0.1265 0.0351 0.2784
O -5.839 -0.110 -3.777 0.2436 0.0290 -0.0924
H -2.004 0.469 -4.413 -0.0152 0.0172 -0.0009
H -5.201 0.532 -1.552 -0.0205 0.0052 0.0136
N -1.869 4.190 -0.073 0.0870 0.1323 0.0196
C -1.155 5.316 -0.157 -0.1023 -0.1195 -0.1457
N -1.840 6.506 -0.094 -0.0413 0.0180 -0.0052
N 0.148 5.393 -0.296 0.0073 -0.1841 0.1598
C 0.759 4.213 -0.207 -0.0486 0.2267 -0.0699
N 1.254 3.177 -0.122 -0.0941 -0.3304 -0.0574
H -2.852 4.216 0.136 0.0297 0.0332 0.1030
H -1.432 3.262 -0.039 0.0980 0.0176 0.1279
H -2.803 6.490 -0.383 0.0195 0.0007 -0.0545
H -1.303 7.284 -0.440 -0.0050 0.0063 0.0304
C -2.278 -5.433 -0.795 0.0166 0.0113 0.0088
C -2.976 -4.455 -0.101 0.0097 0.0149 -0.0117
C -2.404 -3.211 0.117 -0.0062 -0.0239 0.0484
C -1.114 -2.894 -0.331 0.0957 -0.0577 0.1418
C -0.443 -3.884 -1.063 -0.0062 0.0188 -0.0728
C -1.012 -5.128 -1.282 0.0036 0.0091 -0.0010
C -0.594 -1.541 -0.060 -0.0735 0.0847 -0.2017
C 0.629 -0.987 -0.220 0.0493 -0.0913 0.0983
C 1.846 -1.840 -0.319 0.0289 0.5837 0.4044
C 2.927 -1.441 -1.117 -0.6555 -1.4918 -1.4294
C 4.116 -2.149 -1.102 0.2554 0.0240 0.3046
C 4.303 -3.206 -0.214 0.0977 0.1776 -0.0756
C 3.264 -3.571 0.626 -0.0624 -0.0762 0.1123
C 2.056 -2.890 0.579 0.0568 0.1022 0.1483
H -2.715 -6.410 -0.965 -0.0133 -0.0039 -0.0162
H -3.975 -4.657 0.269 -0.0098 -0.0017 0.0052
H -2.965 -2.449 0.648 -0.0031 0.0001 0.0127
H 0.533 -3.666 -1.473 0.0014 -0.0113 0.0102
H -0.459 -5.868 -1.849 -0.0008 -0.0036 -0.0086
H -1.395 -0.882 0.268 -0.0536 0.0635 -0.0945
H 2.683 -0.838 -1.985 0.3335 0.7940 0.4822
H 4.936 -1.836 -1.739 -0.0708 -0.0659 -0.1281
H 5.249 -3.735 -0.186 0.0153 0.0073 0.0340
H 3.394 -4.385 1.331 -0.0013 -0.0194 -0.0015
H 1.251 -3.168 1.249 -0.0033 -0.0047 0.0057
```
Forces are in eV/Å.

Properties
**Charge**: -2
**LUMO level**: 0.147 hartree
**E_HOMO**: -1.9 eV
**Energy above the lowest of the compared OMol25 structures with the same formula, charge and spin**: 10.7 kcal/mol
**HOMO-LUMO gap**: 5.889 eV

These are the Mulliken partial charges, in e, on atoms 1 to 2: 0.395 -0.297

# C11H16NdO5P

A molecular structure, C11H16NdO5P in a non-equilibrium geometry (ωB97M-V/def2-TZVPD, the Open Molecules 2025 dataset).

The geometry in XYZ format:
```
34
Properties=species:S:1:pos:R:3:forces:R:3
O -0.097 3.732 -4.917 0.0678 -2.3748 2.4708
C -0.080 2.963 -4.072 -0.0880 2.4254 -2.4411
Nd -0.045 0.989 -2.079 0.3002 -2.6512 -1.2392
O -0.086 4.204 0.121 0.0466 -3.2709 -1.9934
C -0.072 3.238 -0.494 -0.0324 3.8411 2.1464
C -0.017 -0.401 -4.186 0.0251 0.4650 0.4105
O -0.127 -1.250 -3.289 0.1185 1.4802 -0.6101
C 2.465 1.150 -2.211 6.8722 0.0982 -1.3554
O 3.598 1.140 -2.445 -5.0786 0.0496 1.1267
C -2.526 1.133 -2.231 -6.5274 0.0207 -1.1301
O -3.659 1.116 -2.432 4.4801 0.0684 0.8659
H 0.024 -0.642 -5.311 -0.0851 -0.2527 1.4649
C 0.830 -3.205 0.655 0.1169 -0.1170 -0.0775
C -0.238 -2.225 1.168 -0.2799 -1.0019 0.0630
P -0.244 -0.624 0.328 0.3668 -0.0756 0.3295
C -1.627 0.343 1.035 -0.0803 -0.2123 -0.2934
C -1.874 0.259 2.534 -0.4082 0.4575 0.1308
C 1.308 0.135 0.984 -0.1378 -0.0278 -0.4862
C 1.646 0.011 2.469 0.4438 0.4359 0.1067
H 0.784 -3.339 -0.431 -0.1411 -0.0176 0.1477
H 0.692 -4.193 1.123 0.0443 0.4408 -0.1673
H 1.844 -2.872 0.886 -0.0390 0.0175 0.1009
H -1.222 -2.707 1.047 0.1809 0.3321 0.0585
H -0.089 -2.041 2.247 -0.2094 -0.0053 -0.4573
H -1.437 1.392 0.734 -0.2258 -0.1357 0.1416
H -2.534 0.010 0.491 0.3477 0.1471 0.2104
H -1.102 0.785 3.104 -0.2339 -0.1603 -0.0743
H -2.833 0.768 2.690 0.2406 -0.1949 0.4025
H -1.957 -0.771 2.898 -0.0015 0.2464 -0.1540
H 2.134 -0.307 0.393 -0.2703 0.1675 0.1558
H 1.243 1.205 0.703 0.2688 -0.0621 0.1399
H 1.666 -1.025 2.828 -0.0003 0.3057 -0.1933
H 2.660 0.427 2.560 -0.3126 -0.2013 0.3582
H 0.972 0.604 3.099 0.2312 -0.2378 -0.1582
```
Forces are in eV/Å.

Properties
**Spin multiplicity**: 4
**Charge**: +2
**LUMO level (spin up / spin down)**: -0.334 / -0.330 hartree
**E_HOMO (spin up / spin down)**: -15.5 / -15.5 eV
**Energy above the lowest of the compared OMol25 structures with the same formula, charge and spin**: 0.0 kcal/mol
**<S²>**: 3.7598
**HOMO-LUMO gap (spin up / spin down)**: 6.365 / 6.477 eV

These are the Mulliken partial charges, in e, on atoms 1 to 2: -0.095 0.240

# C38H57CaO29

A molecular structure, C38H57CaO29 in a non-equilibrium geometry (ωB97M-V/def2-TZVPD, the Open Molecules 2025 dataset).

The geometry in XYZ format:
```
125
Properties=species:S:1:pos:R:3:forces:R:3
Ca 3.096 -1.053 2.470 -2.1097 1.3481 -1.2956
C 0.096 0.053 -0.480 -0.6429 -0.0139 -0.6015
C 1.212 -0.296 0.472 -1.4707 2.2021 -0.4465
O 2.261 -0.830 0.111 2.3746 -2.1726 -0.5927
O 1.116 0.194 1.606 0.0127 -0.0753 2.6255
H -0.619 0.758 -0.057 0.3169 -0.0222 0.4449
H -0.531 -0.776 -0.811 0.3677 -0.2421 -0.1102
H 0.466 0.536 -1.384 0.2586 -0.2255 -0.0874
C 4.210 0.862 -2.331 0.5902 0.5308 0.3278
C 4.469 2.321 -1.861 -1.0780 -1.8353 1.3256
C 4.291 2.525 -0.312 1.0867 -0.1646 -0.8199
O 5.524 3.172 0.072 0.2234 0.6384 0.0275
C 6.331 3.364 -1.003 2.4566 2.0030 -0.4274
O 7.350 4.083 -1.066 -3.9722 -3.0713 0.5477
O 5.826 2.627 -2.026 0.8364 1.0400 -1.0596
H 4.994 0.187 -1.988 0.1217 0.1607 0.4541
H 4.275 0.765 -3.414 -0.4263 0.2852 -0.0482
H 3.266 0.499 -1.923 -0.1266 0.0199 -0.2432
H 3.730 2.939 -2.370 0.6817 0.6202 -0.4055
H 4.276 1.553 0.182 -0.3838 0.1469 0.2305
H 3.474 3.195 -0.043 -0.0537 -0.3375 0.0493
C 4.238 4.907 5.874 -0.3395 0.2574 -1.4154
C 3.449 4.552 4.565 -0.5971 0.0343 1.7005
C 4.130 4.789 3.243 1.0840 -0.6743 0.2733
O 4.370 3.429 2.795 0.2319 -0.6118 -1.7030
C 3.625 2.550 3.451 -0.0518 0.3971 0.0574
O 3.322 1.408 3.077 1.1221 0.9635 0.7030
O 3.251 3.121 4.579 -1.3550 -1.3273 0.3887
H 3.782 4.703 6.842 -0.5428 -0.2546 -0.4434
H 4.418 5.982 5.845 0.3227 -0.0115 0.0309
H 5.169 4.342 5.833 0.1828 0.2406 -0.0043
H 2.458 4.992 4.456 -0.0924 0.0476 0.8312
H 5.083 5.285 3.427 0.0517 -0.0634 -0.5951
H 3.523 5.284 2.485 0.1500 0.0541 0.1702
C -2.678 -4.162 -0.168 -0.2068 -0.0591 0.1034
C -1.335 -4.505 -0.752 0.3132 0.2910 -0.5815
C -0.157 -3.530 -0.472 -0.7337 0.0231 -0.7034
O 0.908 -4.388 -0.084 0.7908 2.0100 0.1172
C 0.469 -5.589 0.099 1.6849 -5.4857 2.0730
O 1.149 -6.538 0.566 -2.3443 3.4534 -1.6195
O -0.821 -5.702 -0.233 0.0524 -1.2470 0.6229
H -2.658 -4.081 0.919 0.3518 0.6533 -0.0327
H -3.458 -4.910 -0.308 0.3075 -0.3014 -0.5957
H -3.000 -3.270 -0.706 -0.2127 0.2783 0.4649
H -1.428 -4.647 -1.828 -0.0938 0.0579 -0.1216
H -0.396 -2.809 0.309 0.2346 -0.0084 0.0877
H 0.166 -3.045 -1.393 -0.2879 0.3229 0.2323
C -2.070 -2.856 -6.908 0.0744 -0.7750 -2.3858
C -2.899 -2.574 -5.725 -0.9370 -0.5845 -0.0702
C -2.888 -3.585 -4.567 -0.3395 -0.7059 -1.1367
O -2.762 -2.757 -3.459 1.2134 1.9451 1.7887
C -2.173 -1.582 -3.835 1.1253 1.7331 0.8835
O -1.596 -0.774 -3.087 -1.8985 -2.6009 -1.9180
O -2.304 -1.431 -5.175 0.9867 1.2444 2.7083
H -2.544 -3.490 -7.657 -0.2679 -0.5281 0.3606
H -1.089 -3.289 -6.714 -0.0665 0.1293 0.3999
H -1.944 -1.963 -7.520 0.1867 0.3472 0.4300
H -3.928 -2.279 -5.927 -0.0829 -0.2312 -0.4929
H -2.041 -4.267 -4.633 0.1005 -0.0934 0.0346
H -3.813 -4.138 -4.401 0.0694 -0.0701 -0.5135
C -2.522 -5.028 3.762 -0.4356 -0.1431 0.9526
C -1.847 -3.769 4.318 0.9186 -2.4154 -0.5764
C -0.764 -4.009 5.386 -0.0860 0.4341 -0.5134
O 0.472 -3.523 4.723 0.4163 0.5298 0.7412
C 0.275 -3.055 3.485 -2.0761 -1.1801 1.2974
O 1.127 -2.525 2.776 -1.1880 -0.7765 1.0249
O -1.047 -3.348 3.195 1.6934 2.4636 -1.6546
H -3.071 -5.573 4.530 -0.2334 0.2914 0.2534
H -1.808 -5.776 3.419 0.2166 0.3936 -0.3720
H -3.245 -4.753 2.994 0.1944 -0.1185 -0.0900
H -2.579 -3.052 4.688 0.2398 0.4311 -0.6197
H -0.596 -5.028 5.734 0.0422 0.0007 -0.4845
H -1.080 -3.418 6.246 0.9962 0.2941 0.0953
C 0.581 4.049 1.661 0.3484 -0.9440 -0.4530
C -0.748 3.462 2.180 0.6386 0.7655 -1.0696
C -0.768 2.524 3.321 -0.2143 -0.6742 1.3938
O -1.855 3.056 4.126 0.8025 -3.3731 1.4636
C -2.052 4.291 3.837 -3.6287 3.9762 2.1509
O -2.748 5.087 4.504 2.4372 -2.4711 -2.1641
O -1.483 4.541 2.691 0.2276 2.6578 -1.5935
H 0.458 4.638 0.752 -0.3563 0.0463 0.1234
H 1.288 3.264 1.392 -0.1705 -0.4920 -0.1325
H 1.167 4.662 2.345 -0.6577 0.1536 0.5553
H -1.349 2.949 1.429 0.1622 0.5691 -0.7565
H 0.140 2.559 3.924 0.0517 -0.3264 0.0784
H -1.063 1.523 3.009 0.4307 -0.0108 0.2832
C -2.937 -0.926 1.475 -1.1981 0.6357 -0.7638
C -3.955 0.010 0.681 -0.1355 -2.1538 1.5332
C -5.350 0.298 1.323 1.4174 -1.8939 0.3849
O -5.447 1.659 1.147 -1.8324 1.8110 -0.2751
C -4.264 2.226 0.949 0.1188 2.3712 1.2741
O -4.009 3.405 1.139 -0.2987 -2.3572 -0.9597
O -3.394 1.276 0.641 2.0040 1.2068 -0.5673
H -2.603 -0.518 2.429 -0.1330 0.5787 -0.1407
H -2.071 -1.054 0.826 -0.0350 -0.2759 0.1995
H -3.389 -1.878 1.752 -0.0372 -0.1377 -0.4837
H -4.118 -0.344 -0.336 0.2952 -0.1563 -0.0761
H -5.371 0.110 2.397 0.1183 -0.2215 0.1311
H -6.129 -0.312 0.865 -0.1725 0.5742 -0.2126
C 3.961 -2.858 -2.967 -0.0103 -0.2427 0.6213
C 2.451 -3.053 -2.752 1.1752 0.1662 1.0024
C 1.611 -2.331 -3.757 -0.5446 0.9059 -0.1454
O 0.792 -3.349 -4.330 0.0347 1.8771 -1.2660
C 1.163 -4.478 -3.853 -1.4274 -6.4902 1.1038
O 0.604 -5.554 -4.090 1.0753 2.4777 0.0260
O 2.133 -4.427 -2.910 -0.4501 0.3466 -1.2974
H 4.326 -1.868 -2.697 -0.2762 0.0294 0.0856
H 4.283 -3.045 -3.991 -0.4828 0.0330 -0.2394
H 4.523 -3.592 -2.389 -0.1262 0.0562 0.2774
H 2.018 -2.812 -1.780 1.1702 0.3519 0.3868
H 2.273 -1.843 -4.472 -0.5943 0.0947 -0.4062
H 0.879 -1.674 -3.287 0.4395 0.5810 -0.1648
C -1.743 2.528 -2.291 -0.6295 0.1746 0.4332
C -2.626 3.756 -2.091 1.0022 -0.0714 0.2434
C -1.936 4.901 -1.293 -0.4078 -1.0477 -0.4229
O -1.979 6.024 -2.172 -0.1705 -0.8559 0.2446
C -2.413 5.592 -3.386 0.1059 2.1093 -1.4375
O -2.450 6.316 -4.344 0.0081 -0.7298 0.7746
O -2.779 4.315 -3.397 -0.5257 -0.0841 0.4635
H -2.117 1.930 -3.122 0.0528 0.0025 0.0624
H -1.753 1.907 -1.395 0.1302 0.0331 -0.0352
H -0.734 2.873 -2.516 0.0866 -0.1720 -0.0419
H -3.572 3.553 -1.590 -0.2662 -0.2029 -0.5910
H -0.908 4.576 -1.135 0.1657 0.4679 0.3128
H -2.491 5.054 -0.367 0.3344 0.4414 0.0081
```
Forces are in eV/Å.

Properties
**Charge**: +1
**LUMO level**: -0.158 hartree
**E_HOMO**: -12.0 eV
**Energy above the lowest of the compared OMol25 structures with the same formula, charge and spin**: 95.8 kcal/mol
**HOMO-LUMO gap**: 7.722 eV

These are the Mulliken partial charges, in e, on atoms 1 to 2: 1.348 1.001

# C14H16BrN7O3P

2 unconnected molecules or ions with the total composition C14H16BrN7O3P in a non-equilibrium geometry (ωB97M-V/def2-TZVPD, the Open Molecules 2025 dataset).

The geometry in XYZ format:
```
42
Properties=species:S:1:pos:R:3:forces:R:3
C -0.060 0.944 4.055 -0.9371 0.2659 0.5453
N -0.304 0.330 2.711 0.8520 0.8200 0.8346
C 0.714 0.476 1.712 1.8934 -0.5745 -2.4042
C 1.052 1.689 1.037 -0.4694 -0.9145 0.8931
C 2.087 1.682 0.077 0.2982 1.8445 -0.6689
N 2.848 0.664 -0.380 -2.4978 -0.2033 2.8388
C 2.458 -0.458 0.259 0.8980 -1.7961 -0.3527
C 1.485 -0.643 1.264 -0.7271 1.0213 0.3463
C -1.448 -0.304 2.563 -2.0880 -0.9742 -0.0761
N -2.450 -0.485 3.512 0.4172 -0.5397 -1.5336
C -3.449 -1.215 2.919 2.8200 1.5692 1.2655
P -4.976 -1.708 3.915 -1.9715 -1.3202 0.2469
O -4.410 -2.966 4.883 0.9754 1.8950 -1.7149
Br -5.410 -0.042 5.375 0.8697 -0.4183 -0.6036
N -3.126 -1.467 1.636 -2.0150 -0.6322 2.0475
N -3.921 -2.160 0.758 0.1875 0.1930 -0.8421
N -1.897 -0.917 1.423 1.2310 0.6747 -0.7233
O -1.371 -1.093 0.192 0.4116 -1.7681 1.6141
N -1.915 -0.119 -0.749 0.0133 2.2363 -1.5742
O -1.647 0.955 -0.441 -0.5888 -0.4834 -0.0206
H -0.996 1.495 4.307 0.8535 -0.2741 0.0533
H 0.794 1.644 4.038 -0.4589 -0.5294 -0.3279
H 0.098 0.170 4.838 -0.0083 0.4175 -0.6867
H 0.511 2.623 1.266 0.4742 -0.5308 -0.2246
H 2.318 2.665 -0.389 -0.2206 -0.7206 0.3424
H 2.996 -1.376 -0.067 -0.3794 0.6726 0.3004
H 1.302 -1.647 1.685 0.2530 0.6202 -0.3340
H -3.439 -2.934 4.763 -0.3154 -0.4795 0.7791
H -4.435 -1.529 0.137 0.2478 -0.1672 0.2170
H -3.393 -2.841 0.212 -0.0480 0.0968 0.2959
C 3.800 0.450 -4.382 -0.0735 0.0088 -0.0808
C 2.802 0.658 -3.437 0.0441 -0.0239 0.0751
C 1.503 0.926 -3.849 0.0993 -0.0577 -0.0967
C 1.198 0.977 -5.204 -0.0543 0.0054 0.0330
C 2.195 0.765 -6.147 0.0023 0.0038 0.0013
C 3.497 0.506 -5.737 -0.0009 -0.0087 0.0368
H 4.814 0.244 -4.063 -0.0342 0.0130 -0.0064
H 3.037 0.612 -2.376 0.0268 0.0336 -0.5320
H 0.724 1.096 -3.112 0.0036 0.0117 -0.0095
H 0.183 1.182 -5.525 0.0390 0.0031 -0.0125
H 1.957 0.803 -7.203 0.0095 0.0079 0.0417
H 4.275 0.346 -6.473 -0.0322 0.0021 0.0171
```
Forces are in eV/Å.

Properties
**Charge**: +1
**LUMO level**: -0.184 hartree
**E_HOMO**: -11.0 eV
**Energy above the lowest of the compared OMol25 structures with the same formula, charge and spin**: 28.0 kcal/mol
**HOMO-LUMO gap**: 6.007 eV

These are the Mulliken partial charges, in e, on atoms 1 to 2: -0.931 0.346